(1)
The following is a quantum chemistry calculation of one molecule with the formula C18H16FN3O3 in a non-equilibrium geometry, from OMol25.

Each atom is followed by the atoms it is bonded to, with distances in Å.
Geometry (Å):
1 C -8.4896 -1.5697 -0.4980  H2 1.095, O3 1.406, H40 1.089, H41 1.095
2 H -8.8932 -1.5015 0.5176  C1 1.095
3 O -7.0852 -1.4936 -0.5034  C1 1.406, C4 1.359
4 C -6.4906 -0.3665 -0.0305  O3 1.359, C5 1.396, C9 1.391
5 C -5.0958 -0.3677 -0.0722  C4 1.396, C6 1.384, H39 1.076
6 C -4.3849 0.7290 0.3834  C5 1.384, C7 1.396, N13 1.401
7 C -5.0679 1.8376 0.8866  C6 1.396, C8 1.378, H12 1.081
8 C -6.4458 1.8310 0.9248  C7 1.378, C9 1.386, H11 1.080
9 C -7.1684 0.7393 0.4709  C4 1.391, C8 1.386, H10 1.078
10 H -8.2452 0.7655 0.5140  C9 1.078
11 H -6.9735 2.6890 1.3139  C8 1.080
12 H -4.5171 2.6961 1.2434  C7 1.081
13 N -2.9850 0.7849 0.3666  C6 1.401, C14 1.362, H38 1.011
14 C -2.0918 -0.1404 -0.0803  N13 1.362, O15 1.208, C16 1.528
15 O -2.3762 -1.2144 -0.5542  C14 1.208
16 C -0.6499 0.3412 0.0735  C14 1.528, H17 1.092, H18 1.093, C19 1.528
17 H -0.4769 0.6530 1.1061  C16 1.092
18 H -0.5010 1.2075 -0.5763  C16 1.093
19 C 0.3287 -0.7665 -0.3160  C16 1.528, C20 1.479, H36 1.090, H37 1.094
20 C 1.7222 -0.2740 -0.3551  C19 1.479, N21 1.295, O24 1.343
21 N 2.7846 -0.8721 0.0808  C20 1.295, C22 1.372
22 C 3.7894 0.0142 -0.2133  N21 1.372, N23 1.306, C25 1.449
23 N 3.3451 1.0964 -0.7950  C22 1.306, O24 1.357
24 O 2.0026 0.9230 -0.8946  C20 1.343, N23 1.357
25 C 5.1756 -0.2610 0.1066  C22 1.449, C26 1.395, C30 1.395
26 C 6.2015 0.6473 -0.1538  C25 1.395, C27 1.383, F35 1.342
27 C 7.5169 0.3579 0.1601  C26 1.383, C28 1.384, H34 1.079
28 C 7.8251 -0.8579 0.7452  C27 1.384, C29 1.386, H33 1.079
29 C 6.8207 -1.7752 1.0137  C28 1.386, C30 1.381, H32 1.079
30 C 5.5095 -1.4794 0.6976  C25 1.395, C29 1.381, H31 1.079
31 H 4.7138 -2.1795 0.8978  C30 1.079
32 H 7.0627 -2.7226 1.4702  C29 1.079
33 H 8.8507 -1.0872 0.9909  C28 1.079
34 H 8.2808 1.0877 -0.0577  C27 1.079
35 F 5.9310 1.8348 -0.7171  C26 1.342
36 H 0.2736 -1.6015 0.3822  C19 1.090
37 H 0.0526 -1.1449 -1.3046  C19 1.094
38 H -2.6046 1.6485 0.7295  N13 1.011
39 H -4.5897 -1.2325 -0.4641  C5 1.076
40 H -8.7328 -2.5453 -0.9158  C1 1.089
41 H -8.9381 -0.7887 -1.1207  C1 1.095

Its strongest force on any atom is 0.02537 hartree/bohr. The value obtained for the electronic energy is -1185.36871 Ha. Its SMILES is COc1cccc(NC(=O)CCc2nc(-c3ccccc3F)no2)c1. The spin multiplicity is 1.

Atomic partial charges in e from the Mulliken method, atoms 1 to 6:
1. C -0.8599
2. H 0.3450
3. O -0.3863
4. C 0.5005
5. C -0.2582
6. C 0.6671

=====

(2)
The following is a quantum chemistry calculation of one molecule with the formula C18H16FNO2, from OMol25.

Each atom is followed by the atoms it is bonded to, with distances in Å.
Geometry (Å):
1 C -0.5706 2.8444 4.2959  C2 1.509, H36 1.088, H37 1.088, H38 1.087
2 C 0.2892 2.2469 3.2096  C1 1.509, O3 1.216, C4 1.460
3 O 1.4345 2.6150 3.0297  C2 1.216
4 C -0.3056 1.2056 2.3769  C2 1.460, C5 1.379, C12 1.439
5 C 0.4137 0.5801 1.3809  C4 1.379, N6 1.351, H35 1.073
6 N -0.3337 -0.3521 0.7500  C5 1.351, C7 1.375, C17 1.434
7 C -1.5903 -0.3510 1.3092  N6 1.375, C8 1.388, C12 1.417
8 C -2.6964 -1.1264 0.9882  C7 1.388, C9 1.378, H16 1.080
9 C -3.8481 -0.9337 1.7202  C8 1.378, C10 1.395, H15 1.079
10 C -3.8946 0.0105 2.7458  C9 1.395, C11 1.378, H14 1.080
11 C -2.7991 0.7821 3.0682  C10 1.378, C12 1.395, H13 1.077
12 C -1.6163 0.6129 2.3482  C4 1.439, C7 1.417, C11 1.395
13 H -2.8711 1.5009 3.8673  C11 1.077
14 H -4.8133 0.1369 3.2990  C10 1.080
15 H -4.7273 -1.5194 1.4980  C9 1.079
16 H -2.6598 -1.8572 0.1944  C8 1.080
17 C 0.0844 -1.1231 -0.3839  N6 1.434, H18 1.094, H19 1.093, C20 1.543
18 H -0.3354 -2.1310 -0.3231  C17 1.094
19 H 1.1747 -1.2051 -0.3756  C17 1.093
20 C -0.3721 -0.4629 -1.7022  C17 1.543, O21 1.405, H33 1.097, H34 1.093
21 O 0.1068 -1.1527 -2.8288  C20 1.405, C22 1.366
22 C 1.4095 -1.0053 -3.2129  O21 1.366, C23 1.391, C27 1.397
23 C 2.3281 -0.1299 -2.6429  C22 1.391, C24 1.385, H32 1.078
24 C 3.6205 -0.0605 -3.1369  C23 1.385, C25 1.380, H31 1.078
25 C 3.9867 -0.8679 -4.1943  C24 1.380, C26 1.385, F30 1.350
26 C 3.0893 -1.7458 -4.7785  C25 1.385, C27 1.378, H29 1.078
27 C 1.8043 -1.8099 -4.2839  C22 1.397, C26 1.378, H28 1.078
28 H 1.0773 -2.4788 -4.7152  C27 1.078
29 H 3.4014 -2.3633 -5.6052  C26 1.078
30 F 5.2486 -0.8011 -4.6700  C25 1.350
31 H 4.3392 0.6162 -2.7027  C24 1.078
32 H 2.0603 0.5153 -1.8216  C23 1.078
33 H -0.0732 0.5926 -1.7158  C20 1.097
34 H -1.4619 -0.5100 -1.7788  C20 1.093
35 H 1.4385 0.7577 1.1151  C5 1.073
36 H -0.9020 2.0638 4.9768  C1 1.088
37 H -1.4424 3.3217 3.8541  C1 1.088
38 H 0.0063 3.5844 4.8449  C1 1.087

Its strongest force on any atom is 0.01392 hartree/bohr. The value obtained for the electronic energy is -1000.62083 Ha. Its SMILES is CC(=O)c1cn(CCOc2ccc(F)cc2)c2ccccc12. The spin multiplicity is 1.

Atomic partial charges in e from the Mulliken method, atoms 1 to 6:
1. C -1.4124
2. C 0.8781
3. O -0.6386
4. C -0.0213
5. C -0.5876
6. N 0.3650

=====

(3)
The following is a quantum chemistry calculation of one molecule with the formula C18H16N2O4S2 in a non-equilibrium geometry, from OMol25.

Each atom is followed by the atoms it is bonded to, with distances in Å.
Geometry (Å):
1 C 1.6401 2.4244 4.8231  C2 1.526, H40 1.086, H41 1.087, H42 1.087
2 C 2.4281 3.4278 3.9863  C1 1.526, O3 1.414, H38 1.097, H39 1.094
3 O 3.1599 2.8130 2.9436  C2 1.414, C4 1.358
4 C 2.5322 2.4046 1.8109  O3 1.358, C5 1.395, C9 1.400
5 C 3.3540 1.7492 0.8932  C4 1.395, C6 1.377, H37 1.077
6 C 2.8096 1.3261 -0.2988  C5 1.377, C7 1.414, S36 1.744
7 C 1.4466 1.5396 -0.6067  C6 1.414, C8 1.388, N12 1.364
8 C 0.6385 2.1862 0.3180  C7 1.388, C9 1.379, H11 1.078
9 C 1.1798 2.6123 1.5131  C4 1.400, C8 1.379, H10 1.078
10 H 0.5359 3.1182 2.2142  C9 1.078
11 H -0.4017 2.3467 0.0858  C8 1.078
12 N 1.0587 1.0730 -1.8282  C7 1.364, C13 1.277
13 C 2.0298 0.5321 -2.4569  N12 1.277, S14 1.735, S36 1.771
14 S 1.8693 -0.1559 -4.0414  C13 1.735, C15 1.817
15 C 0.1614 0.3623 -4.3845  S14 1.817, H16 1.092, H17 1.089, C18 1.530
16 H -0.0765 -0.0488 -5.3672  C15 1.092
17 H 0.1294 1.4503 -4.4316  C15 1.089
18 C -0.8807 -0.1103 -3.3689  C15 1.530, O19 1.207, N20 1.355
19 O -1.8585 0.5624 -3.1492  C18 1.207
20 N -0.6153 -1.3357 -2.8558  C18 1.355, C21 1.398, H35 1.013
21 C -1.3426 -2.0737 -1.9171  N20 1.398, C22 1.392, C26 1.400
22 C -0.8172 -3.2993 -1.5187  C21 1.392, C23 1.391, H34 1.080
23 C -1.4753 -4.1139 -0.6031  C22 1.391, C24 1.373, H33 1.077
24 C -2.6706 -3.6572 -0.1052  C23 1.373, C25 1.396, O30 1.371
25 C -3.1964 -2.4255 -0.4998  C24 1.396, C26 1.372, O28 1.368
26 C -2.5592 -1.6109 -1.4019  C21 1.400, C25 1.372, H27 1.075
27 H -2.9687 -0.6636 -1.7028  C26 1.075
28 O -4.3854 -2.2148 0.1429  C25 1.368, C29 1.411
29 C -4.6017 -3.3552 0.9454  O28 1.411, O30 1.411, H31 1.102, H32 1.102
30 O -3.5200 -4.2492 0.7942  C24 1.371, C29 1.411
31 H -4.6853 -3.0528 2.0016  C29 1.102
32 H -5.5362 -3.8518 0.6367  C29 1.102
33 H -1.0673 -5.0625 -0.2985  C23 1.077
34 H 0.1248 -3.6311 -1.9296  C22 1.080
35 H 0.2580 -1.7630 -3.1420  N20 1.013
36 S 3.5919 0.5029 -1.6225  C6 1.744, C13 1.771
37 H 4.3933 1.5955 1.1317  C5 1.077
38 H 1.7711 4.2114 3.5901  C2 1.097
39 H 3.1944 3.9037 4.6047  C2 1.094
40 H 1.1467 2.9399 5.6424  C1 1.086
41 H 0.8900 1.9171 4.2213  C1 1.087
42 H 2.3151 1.6765 5.2314  C1 1.087

Its strongest force on any atom is 0.02390 hartree/bohr. The value obtained for the electronic energy is -1902.38001 Ha. Its SMILES is CCOc1ccc2nc(SCC(=O)Nc3ccc4c(c3)OCO4)sc2c1. The spin multiplicity is 1.

Atomic partial charges in e from the Mulliken method, atoms 1 to 6:
1. C -1.0291
2. C -0.4349
3. O -0.4493
4. C 0.7141
5. C -0.5982
6. C 0.9123

=====

Sequential gap between HOMO and LUMO output: 0.33446, 0.32584, 0.30274 Ha